Entry 1:
This record from the Open Molecules 2025 dataset describes a single C4H7NO2 molecule in a non-equilibrium geometry. The level of theory is ωB97M-V/def2-TZVPD.

Last column: Mulliken charge in e.
CARTESIAN COORDINATES (ANGSTROEM)
C  -1.48  -1.17  -0.29  -1.172
C  -0.41  -0.13  -0.05  0.662
N  -0.61  0.93  0.62  -0.390
O  -1.93  1.00  1.05  -0.426
C  0.98  -0.41  -0.60  -0.026
C  2.21  0.58  -0.08  -0.508
O  1.94  -0.68  0.40  -0.320
H  -2.39  -0.71  -0.68  0.356
H  -1.12  -1.93  -0.99  0.350
H  -1.75  -1.65  0.66  0.294
H  -1.96  1.82  1.56  0.370
H  1.46  0.28  -1.38  0.201
H  3.17  0.60  -0.62  0.323
H  1.90  1.48  0.42  0.287

## Properties
**DFT total energy**: -9840.872 eV
**Charge**: 0
**Energy relative to the best compared isomer or geometry (same formula, charge and spin)**: 147.8 kcal/mol
**HOMO-LUMO gap**: 0.3571 Ha

Entry 2:
This record from the Open Molecules 2025 dataset describes a molecular structure, C29H49Cl2CoOP in a non-equilibrium geometry. The level of theory is ωB97M-V/def2-TZVPD.

Last column: Mulliken spin population.
CARTESIAN COORDINATES (ANGSTROEM)
P  0.12  -1.02  -4.44  0.006
C  1.71  -0.40  -5.23  -0.002
C  2.03  -0.75  -6.69  0.000
C  3.46  -0.31  -7.06  0.000
C  3.66  1.19  -6.80  0.000
C  3.32  1.56  -5.35  0.000
C  1.90  1.11  -4.99  0.004
C  -1.31  -0.12  -5.26  -0.003
C  -1.31  0.07  -6.79  0.000
C  -2.65  0.64  -7.27  0.000
C  -2.97  1.97  -6.57  0.000
C  -2.95  1.81  -5.05  0.000
C  -1.61  1.22  -4.56  0.000
C  -0.03  -2.72  -5.22  -0.002
C  1.16  -3.59  -4.77  0.000
C  1.08  -5.01  -5.33  0.000
C  -0.25  -5.68  -4.95  0.000
C  -1.44  -4.83  -5.39  0.001
C  -1.35  -3.40  -4.83  0.000
H  2.47  -0.91  -4.61  0.000
H  1.32  -0.24  -7.36  0.000
H  1.91  -1.82  -6.87  0.000
H  3.67  -0.55  -8.11  0.000
H  4.17  -0.88  -6.45  0.000
H  4.70  1.47  -7.04  0.000
H  3.01  1.76  -7.48  0.000
H  4.04  1.06  -4.68  0.000
H  3.43  2.64  -5.20  0.000
H  1.68  1.36  -3.94  -0.002
H  1.18  1.66  -5.61  0.000
H  -2.15  -0.78  -5.01  0.001
H  -3.45  -0.09  -7.06  0.000
H  -1.10  -0.88  -7.29  0.000
H  -0.51  0.76  -7.07  0.000
H  -2.63  0.78  -8.36  0.000
H  -3.94  2.34  -6.90  0.000
H  -2.22  2.72  -6.87  0.000
H  -3.13  2.77  -4.56  0.001
H  -3.76  1.13  -4.74  0.000
H  -1.62  1.08  -3.48  0.002
H  -0.81  1.94  -4.78  0.000
H  0.00  -2.63  -6.32  0.000
H  2.11  -3.13  -5.07  0.000
H  1.17  -3.63  -3.67  0.000
H  1.16  -4.97  -6.43  0.000
H  1.92  -5.61  -4.97  0.000
H  -0.28  -5.81  -3.86  0.000
H  -0.31  -6.68  -5.39  0.000
H  -2.38  -5.29  -5.08  0.000
H  -1.46  -4.78  -6.49  0.000
H  -2.20  -2.81  -5.19  -0.001
H  -1.42  -3.43  -3.73  0.002
Co  0.00  0.00  0.00  2.772
Cl  -2.03  -0.68  -0.84  0.068
Cl  2.22  0.04  -0.57  0.065
C  -0.34  1.50  1.00  0.709
H  -0.60  1.46  2.07  0.054
C  -0.43  2.82  0.40  -0.090
C  -1.13  3.84  1.07  0.178
C  -1.28  5.10  0.50  -0.101
C  -0.71  5.37  -0.75  0.192
C  0.01  4.37  -1.42  -0.107
C  0.15  3.11  -0.86  0.168
H  -1.58  3.62  2.04  0.004
H  -1.83  5.87  1.02  -0.006
H  0.46  4.59  -2.38  -0.005
H  0.74  2.35  -1.36  0.028
H  -0.82  6.35  -1.20  0.018
C  0.62  -0.78  3.74  -0.002
C  1.15  -0.84  2.31  0.044
O  0.10  -1.22  1.42  0.018
C  0.36  -2.48  0.82  -0.005
C  0.06  -3.63  1.78  0.008
H  -0.21  -0.05  3.82  0.005
H  1.44  -0.46  4.43  -0.002
H  0.26  -1.77  4.07  0.000
H  1.55  0.15  2.05  -0.025
H  2.03  -1.53  2.29  0.001
H  -0.31  -2.60  -0.05  0.006
H  1.40  -2.55  0.43  0.001
H  -0.99  -3.57  2.13  -0.001
H  0.21  -4.60  1.25  0.001
H  0.75  -3.61  2.65  -0.001

## Properties
**DFT total energy**: -104878.989 eV
**Charge**: -1
**HOMO-LUMO gap (alpha / beta)**: 0.2112 / 0.2891 Ha
**2S+1**: 5

Entry 3:
This record from the Open Molecules 2025 dataset describes 2 unconnected molecules or ions with the total composition C2H2O3S in a non-equilibrium geometry. The level of theory is ωB97M-V/def2-TZVPD.

Last column: Mulliken charge in e.
CARTESIAN COORDINATES (ANGSTROEM)
C  -1.04  -0.20  -1.41  -0.144
C  -1.54  0.17  -0.06  -0.262
O  2.43  -1.19  0.72  -0.404
O  2.09  1.20  0.52  -0.430
O  -0.25  -0.41  -0.38  -0.041
S  2.12  -0.08  -0.13  0.823
H  -1.58  1.15  0.19  0.274
H  -2.22  -0.65  0.55  0.185

## Properties
**DFT total energy**: -19079.329 eV
**Charge**: 0
**Energy relative to the best compared isomer or geometry (same formula, charge and spin)**: 118.0 kcal/mol
**HOMO-LUMO gap**: 0.3702 Ha